Entry 1:
Entry from the Open Molecules 2025 dataset: C22H29CaN4O2S4Sb as an isolated structure (ωB97M-V with the def2-TZVPD basis set).

- E_LUMO (spin up / spin down): 2.213 / 1.474 eV

```
! wB97M-V def2-TZVPD RIJCOSX def2/J DEFGRID3
* xyz -1 2
Ca -1.222 1.692 -0.376
C -2.865 -0.909 1.076
N -1.767 -0.245 1.847
C -0.596 -1.132 2.028
C -2.280 0.216 3.166
C -3.102 1.511 3.050
N -2.389 2.558 2.295
C -1.144 3.014 2.950
C -3.307 3.684 2.032
H -3.310 -1.747 1.650
H -2.486 -1.302 0.114
H -3.638 -0.160 0.834
H -0.874 -2.103 2.494
H 0.143 -0.620 2.653
H -0.113 -1.302 1.057
H -1.441 0.385 3.860
H -2.933 -0.555 3.625
H -3.327 1.876 4.077
H -4.051 1.308 2.528
H -1.321 3.442 3.958
H -0.695 3.800 2.323
H -0.423 2.178 2.982
H -3.739 4.125 2.954
H -4.123 3.319 1.376
H -2.767 4.470 1.496
S -2.836 4.259 -4.219
Sb -2.924 4.264 -1.868
S -0.663 4.248 -0.869
S -3.854 2.171 -1.024
C 0.659 -5.970 -3.727
C 0.484 -4.519 -3.322
C 0.143 -4.153 -2.011
C -0.026 -2.828 -1.656
C 0.177 -1.885 -2.655
C 0.477 -2.183 -3.967
C 0.655 -3.511 -4.279
S -0.106 -0.217 -2.295
O 0.278 0.719 -3.344
O -1.513 -0.131 -1.889
N 0.648 0.203 -0.852
C 2.011 0.264 -0.877
C 2.851 -0.196 -1.943
C 4.250 -0.156 -1.833
C 4.874 0.389 -0.731
C 4.115 0.892 0.367
C 4.714 1.426 1.540
C 3.900 1.880 2.559
C 2.509 1.763 2.416
N 1.888 1.291 1.354
C 2.659 0.822 0.329
H 0.642 -6.629 -2.839
H 1.622 -6.103 -4.244
H -0.157 -6.300 -4.402
H -0.018 -4.935 -1.252
H -0.346 -2.505 -0.651
H 0.548 -1.348 -4.680
H 0.910 -3.807 -5.304
H 2.392 -0.511 -2.876
H 4.863 -0.541 -2.663
H 5.962 0.465 -0.697
H 5.798 1.464 1.628
H 4.310 2.296 3.477
H 1.875 2.109 3.251
*
```


Entry 2:
Entry from the Open Molecules 2025 dataset: C27H29N7O3RhSSe as an isolated structure (ωB97M-V with the def2-TZVPD basis set).

- E_LUMO: -4.159 eV

```
! wB97M-V def2-TZVPD RIJCOSX def2/J DEFGRID3
* xyz 1 1
Rh -0.724 -0.552 -0.888
N -3.197 5.446 7.053
C -2.915 4.761 6.176
C -2.562 3.904 5.078
C -2.709 4.360 3.770
C -2.359 3.536 2.714
C -1.877 2.253 2.957
C -1.739 1.801 4.266
C -2.074 2.624 5.327
C -1.511 1.372 1.817
C -2.241 0.211 1.649
C -3.322 -0.267 2.445
C -3.705 -1.477 1.931
C -2.869 -1.714 0.816
N -2.013 -0.718 0.639
C -0.411 1.779 1.036
C 0.444 2.869 1.302
C 1.449 2.848 0.353
C 1.188 1.746 -0.463
N 0.087 1.094 -0.062
H -3.094 5.353 3.586
H -2.471 3.887 1.696
H -1.356 0.806 4.455
H -1.960 2.281 6.346
H -3.750 0.249 3.289
H -4.487 -2.128 2.283
H -2.877 -2.563 0.150
H 0.321 3.573 2.108
H 2.273 3.533 0.245
H 1.786 1.417 -1.297
C 2.764 0.536 -4.225
C 2.591 -0.908 -3.752
C 3.941 -1.503 -3.370
C 1.921 -1.759 -4.826
N 1.780 -1.008 -2.512
N 0.506 -0.352 -2.581
H 3.426 0.568 -5.090
H 3.213 1.156 -3.445
H 1.822 0.990 -4.541
H 4.597 -1.543 -4.238
H 3.818 -2.516 -2.984
H 4.436 -0.896 -2.607
H 2.539 -1.781 -5.723
H 0.945 -1.367 -5.125
H 1.789 -2.782 -4.472
H 2.284 -0.579 -1.741
H 0.010 -0.762 -3.377
H 0.599 0.641 -2.806
C -4.152 -1.623 -2.855
S -2.468 -1.141 -2.847
O -2.357 0.189 -2.190
O -1.943 -1.214 -4.179
O -1.736 -2.065 -1.891
H -4.680 -0.921 -3.497
H -4.539 -1.585 -1.840
H -4.208 -2.628 -3.268
Se 0.529 -3.514 -0.848
N 0.504 -1.891 -0.037
C 1.518 -1.833 0.825
C 1.856 -0.764 1.707
C 2.930 -0.918 2.522
C 3.733 -2.105 2.534
C 3.435 -3.150 1.731
C 2.311 -3.039 0.855
N 1.929 -4.010 0.046
H 1.261 0.135 1.738
H 3.190 -0.115 3.198
H 4.576 -2.157 3.209
H 4.004 -4.069 1.727
*
```


Entry 3:
Entry from the Open Molecules 2025 dataset: the molecule C4H6O2 (ωB97M-V with the def2-TZVPD basis set).

- E_LUMO: 1.048 eV

```
! wB97M-V def2-TZVPD RIJCOSX def2/J DEFGRID3
* xyz 0 1
O 0.271 1.349 2.536
C -0.026 1.579 1.400
O -0.891 0.894 0.540
C -0.487 -0.400 0.188
C 0.827 -0.622 -0.508
C -0.472 -0.820 -1.248
H 0.260 2.318 0.661
H -0.804 -1.121 0.926
H 1.426 0.239 -0.799
H 1.407 -1.490 -0.209
H -0.725 -0.089 -2.011
H -0.784 -1.837 -1.476
*
```


Entry 4:
Entry from the Open Molecules 2025 dataset: a 2-piece molecular cluster, C3H8IO overall (ωB97M-V with the def2-TZVPD basis set).

- E_LUMO: 3.631 eV

```
! wB97M-V def2-TZVPD RIJCOSX def2/J DEFGRID3
* xyz -1 1
I 15.891 -24.809 3.613
C 15.449 -19.726 1.958
C 16.172 -21.069 2.128
C 17.610 -21.000 1.616
O 16.187 -21.447 3.487
H 14.549 -19.583 2.555
H 15.313 -19.448 0.912
H 15.998 -18.869 2.349
H 15.511 -21.846 1.744
H 18.132 -21.957 1.637
H 18.252 -20.405 2.264
H 17.797 -20.597 0.621
H 16.310 -22.397 3.426
*
```


Entry 5:
Entry from the Open Molecules 2025 dataset: C14H36B2Br10NbO6 as an isolated structure (ωB97M-V with the def2-TZVPD basis set).

- E_LUMO: 1.856 eV

```
! wB97M-V def2-TZVPD RIJCOSX def2/J DEFGRID3
* xyz -1 1
C 3.421 -0.732 0.741
C 3.243 -0.165 -0.668
C 2.806 1.300 -0.716
C 1.346 1.510 -1.069
O 0.487 0.468 -0.657
Nb -1.211 0.959 0.338
O -2.273 -0.584 -0.469
B -1.557 -1.618 -0.901
O -1.368 -2.705 -0.069
O -1.041 -1.637 -2.180
B -2.064 2.439 -1.307
O -1.321 3.116 -2.281
O -3.419 2.677 -1.406
H 2.738 -1.549 0.939
H 4.424 -1.120 0.878
H 3.260 0.030 1.493
H 2.568 -0.793 -1.236
H 4.203 -0.226 -1.172
H 3.004 1.754 0.250
H 3.393 1.819 -1.466
H 1.226 1.641 -2.144
H 1.011 2.442 -0.618
H -0.748 -0.127 1.787
H -0.391 2.347 1.183
H -2.674 1.469 1.292
H -0.808 -3.345 -0.514
H -0.243 -2.173 -2.145
H -0.615 3.615 -1.853
H -3.479 3.622 -1.219
Br 0.095 -5.359 -2.857
C -1.524 -6.426 -2.754
C -1.648 -7.125 -1.429
Br -0.435 -8.642 -1.291
H -1.496 -7.117 -3.589
H -2.343 -5.723 -2.887
H -2.648 -7.534 -1.309
H -1.421 -6.468 -0.597
Br 3.976 -4.072 -2.632
C 3.906 -5.896 -3.293
C 3.757 -6.898 -2.180
Br 5.418 -7.158 -1.201
H 4.806 -6.055 -3.876
H 3.034 -5.939 -3.941
H 3.497 -7.873 -2.583
H 3.011 -6.592 -1.455
Br -0.902 5.561 2.119
C -0.015 4.538 3.511
C 1.486 4.600 3.409
Br 2.201 3.517 1.967
H -0.400 3.525 3.435
H -0.330 4.985 4.451
H 1.934 4.206 4.319
H 1.836 5.611 3.235
Br -3.823 5.712 -0.066
C -4.099 7.014 -1.474
C -3.144 6.779 -2.616
Br -1.342 7.358 -2.172
H -3.980 7.996 -1.028
H -5.126 6.884 -1.807
H -3.438 7.363 -3.485
H -3.073 5.728 -2.883
Br 0.115 1.287 4.498
C -1.091 0.382 5.723
C -1.806 -0.777 5.073
Br -3.246 -0.204 3.913
H -1.786 1.125 6.100
H -0.460 0.025 6.535
H -2.272 -1.395 5.838
H -1.138 -1.378 4.465
*
```


Q: Which molar mass values were calculated for the entries above? A: 671.6, 713.5, 86.1, 187.0, 1214.0, in g/mol.
Q: Which relative energy (zero: lowest compared OMol25 entry of this formula, charge and spin) values were calculated for the entries above? A: 0.0000, 0.2066, 2.0782, 0.4552, 0.5405, in eV.